1.
Entry from the Open Molecules 2025 dataset: a structure of composition C3H5NO2 (ωB97M-V with the def2-TZVPD basis set).

Each line ends with the Löwdin charge.
Geometry (Å):
N: 1.581 -0.395 0.390  0.12
C: 0.273 -0.113 0.103  -0.21
C: -1.041 -0.814 0.318  -0.08
O: -1.724 0.429 0.005  0.01
C: -0.472 1.019 -0.233  -0.55
O: -0.259 2.262 -0.582  0.00
H: 2.191 0.411 0.432  0.11
H: 2.005 -1.189 -0.073  0.10
H: -0.008 1.106 -1.343  0.27
H: -1.336 -1.608 -0.376  0.12
H: -1.210 -1.109 1.360  0.13

Results
Lowest unoccupied orbital energy (eV): 0.4
Molar mass (g mol⁻¹): 87.08
Kohn-Sham gap (eV): 8.321
F_max (eV/Å): 0.3
Energy relative to the best compared isomer or geometry (same formula, charge and spin) (kcal/mol): 121.5

***

2.
Entry from the Open Molecules 2025 dataset: a structure of composition C30H66FN3O6Zr at a distorted geometry (ωB97M-V with the def2-TZVPD basis set).

Each line ends with the Löwdin charge.
Geometry (Å):
Zr: -0.013 -0.794 -0.344  2.05
C: -0.595 -0.658 4.334  -0.04
C: -1.871 -1.353 3.863  -0.49
C: -3.016 -0.723 4.699  -0.14
C: -4.439 -1.142 4.240  -0.17
C: -4.570 -0.757 2.751  -0.15
C: -3.479 -1.357 1.881  -0.49
N: -2.199 -0.954 2.493  -0.13
O: -1.120 -1.016 1.609  -0.35
C: -3.695 -0.699 0.512  -0.06
C: -3.701 -2.858 1.591  -0.02
C: -1.815 -2.873 4.106  -0.02
H: -0.464 -0.687 5.412  0.09
H: -0.637 0.376 3.972  0.09
H: 0.292 -0.950 3.767  0.05
H: -3.107 0.367 4.633  0.11
H: -2.892 -0.855 5.778  0.12
H: -5.162 -0.654 4.891  0.11
H: -4.570 -2.227 4.292  0.09
H: -4.518 0.334 2.749  0.12
H: -5.540 -1.107 2.392  0.12
H: -4.694 -0.907 0.123  0.10
H: -3.031 -1.114 -0.252  0.05
H: -3.567 0.384 0.432  0.07
H: -3.009 -3.208 0.823  0.07
H: -4.733 -3.003 1.271  0.09
H: -3.520 -3.522 2.437  0.06
H: -2.750 -3.337 4.418  0.07
H: -1.012 -3.029 4.829  0.08
H: -1.567 -3.446 3.212  0.05
C: 0.740 0.226 -5.054  -0.03
C: -0.060 1.376 -4.399  -0.47
C: -0.805 2.132 -5.519  -0.16
C: -2.169 1.578 -5.838  -0.18
C: -3.010 1.645 -4.557  -0.15
C: -2.399 0.848 -3.410  -0.48
N: -0.952 1.052 -3.290  -0.13
O: -0.396 0.145 -2.390  -0.34
C: -2.837 -0.643 -3.618  -0.01
C: -2.984 1.377 -2.101  -0.05
C: 0.997 2.399 -3.881  -0.03
H: 1.454 0.644 -5.763  0.08
H: 0.091 -0.473 -5.589  0.08
H: 1.309 -0.398 -4.365  0.04
H: -0.300 2.208 -6.489  0.12
H: -0.902 3.202 -5.298  0.11
H: -1.966 0.540 -6.126  0.11
H: -2.697 2.057 -6.662  0.11
H: -4.029 1.375 -4.843  0.12
H: -3.165 2.689 -4.258  0.11
H: -2.016 -1.225 -4.046  0.08
H: -3.708 -0.822 -4.246  0.08
H: -2.975 -1.110 -2.641  0.05
H: -4.068 1.306 -1.952  0.10
H: -2.766 2.447 -2.184  0.08
H: -2.638 1.026 -1.130  0.03
H: 1.923 2.343 -4.452  0.08
H: 1.274 2.075 -2.875  0.03
H: 0.542 3.385 -3.831  0.08
C: 3.213 -1.712 2.322  -0.02
C: 3.538 -0.229 2.185  -0.49
C: 5.061 -0.050 2.333  -0.13
C: 5.521 1.393 2.156  -0.19
C: 5.095 1.956 0.820  -0.14
C: 3.594 1.704 0.475  -0.49
N: 3.162 0.385 0.897  -0.12
O: 1.844 0.141 0.502  -0.34
C: 3.432 1.945 -1.017  -0.04
C: 2.803 2.858 1.172  -0.04
C: 2.807 0.482 3.315  -0.04
H: 2.187 -1.837 2.666  0.07
H: 3.915 -2.226 2.977  0.09
H: 3.271 -2.237 1.365  0.07
H: 5.546 -0.739 1.643  0.12
H: 5.275 -0.253 3.386  0.12
H: 6.614 1.360 2.119  0.11
H: 5.221 2.074 2.952  0.11
H: 5.665 1.491 0.012  0.12
H: 5.251 3.030 0.924  0.12
H: 3.813 2.908 -1.355  0.10
H: 2.412 1.888 -1.402  0.04
H: 3.938 1.120 -1.532  0.07
H: 1.835 2.521 1.552  0.06
H: 2.546 3.673 0.492  0.08
H: 3.313 3.283 2.039  0.07
H: 1.723 0.555 3.214  0.07
H: 3.069 1.543 3.383  0.07
H: 3.024 0.109 4.321  0.10
F: -1.214 -2.308 -1.103  -0.49
C: 0.354 -3.699 1.171  -0.10
O: 1.042 -2.599 0.572  -0.28
H: 0.353 -4.558 0.491  0.10
H: 0.834 -3.995 2.105  0.10
H: -0.711 -3.549 1.323  0.05
H: 1.902 -2.966 0.352  0.08
C: -0.402 2.612 -0.276  -0.08
O: -0.673 1.293 0.202  -0.27
H: -1.379 3.085 -0.398  0.09
H: 0.244 3.270 0.309  0.07
H: 0.054 2.617 -1.265  0.07
H: -1.303 1.454 0.917  0.11
C: 2.915 -1.357 -2.456  -0.09
O: 1.683 -1.756 -1.830  -0.22
H: 3.161 -2.030 -3.278  0.10
H: 2.776 -0.382 -2.923  0.07
H: 3.702 -1.295 -1.706  0.08
H: 1.478 -2.608 -2.228  0.10

Results
Lowest unoccupied orbital energy (eV): 0.2
Molar mass (g mol⁻¹): 675.10
Kohn-Sham gap (eV): 6.855
F_max (eV/Å): 2.9
Energy relative to the best compared isomer or geometry (same formula, charge and spin) (kcal/mol): 39.4

***

3.
Entry from the Open Molecules 2025 dataset: the molecule CH4N6O at a distorted geometry (ωB97M-V with the def2-TZVPD basis set).

Each line ends with the Löwdin charge.
Geometry (Å):
N: -2.435 -0.049 0.233  0.04
N: -1.078 -0.540 0.048  -0.20
N: -0.609 -1.696 -0.150  0.03
N: 0.637 -1.640 -0.184  0.04
N: 1.063 -0.301 -0.277  -0.10
N: 2.431 0.080 0.164  -0.03
C: -0.098 0.398 -0.063  -0.50
O: -0.343 1.602 -0.317  -0.01
H: -2.421 0.971 0.771  0.16
H: -2.874 -0.046 -0.948  0.21
H: 2.805 0.960 -0.552  0.17
H: 2.921 0.261 1.276  0.19

Results
Lowest unoccupied orbital energy (eV): 0.0
Molar mass (g mol⁻¹): 116.08
Kohn-Sham gap (eV): 9.270
F_max (eV/Å): 6.4
Energy relative to the best compared isomer or geometry (same formula, charge and spin) (kcal/mol): 90.7
SMILES: Nn1nnn(N)c1=O

***

4.
Entry from the Open Molecules 2025 dataset: a cluster of 2 separate species, C5H13N2P in total at a distorted geometry (ωB97M-V with the def2-TZVPD basis set).

Each line ends with the Löwdin charge.
Geometry (Å):
C: -0.929 -1.918 0.785  -0.22
C: -0.600 -0.719 1.573  -0.23
C: -0.190 -1.571 -0.518  -0.21
C: -0.773 0.471 0.646  -0.26
C: -0.447 -0.069 -0.700  -0.52
N: 1.515 2.384 -0.864  -0.13
N: 1.837 1.132 -0.457  -0.05
P: -1.091 0.755 -2.234  0.81
H: -0.649 -3.023 1.174  0.16
H: -1.963 -2.102 0.635  0.09
H: -1.106 -0.762 2.532  0.11
H: 0.449 -0.749 1.859  0.11
H: 0.845 -1.614 -0.296  0.09
H: -0.612 -2.051 -1.382  0.09
H: -1.755 0.769 0.663  0.07
H: -0.137 1.354 0.963  0.11
H: 0.592 2.625 -0.569  0.03
H: 1.995 2.658 -1.826  0.15
H: 2.429 0.663 -1.161  0.05
H: -0.309 0.007 -3.141  -0.12
H: -0.149 1.872 -2.207  -0.13

Results
Lowest unoccupied orbital energy (alpha / beta) (eV): 1.0 / 0.8
Molar mass (g mol⁻¹): 132.15
Kohn-Sham gap (alpha / beta) (eV): 7.828 / 8.531
F_max (eV/Å): 4.4
Energy relative to the best compared isomer or geometry (same formula, charge and spin) (kcal/mol): 97.2

***

5.
Entry from the Open Molecules 2025 dataset: a cluster of 2 separate species, C4H13N3 in total at a distorted geometry (ωB97M-V with the def2-TZVPD basis set).

Each line ends with the Löwdin charge.
Geometry (Å):
C: -1.378 -0.606 -0.011  0.13
C: -0.601 0.431 -0.787  -0.09
C: 0.815 0.002 -0.244  -0.30
C: 1.711 0.884 0.172  0.00
N: 3.068 0.448 0.537  0.22
N: 1.196 -1.350 -0.475  0.10
N: -3.247 0.235 0.420  0.17
H: -1.274 -0.495 1.068  0.12
H: -1.817 -1.528 -0.331  0.12
H: -0.541 0.380 -1.878  0.14
H: -0.932 1.412 -0.429  0.14
H: 1.558 1.943 0.321  0.15
H: 3.819 0.830 -0.055  0.20
H: 3.087 -0.583 0.529  0.17
H: 3.258 0.739 1.503  0.19
H: 1.348 -1.692 -1.412  0.13
H: 0.641 -1.976 0.099  0.11
H: -3.477 1.110 0.879  0.12
H: -3.301 0.286 -0.593  0.10
H: -3.934 -0.470 0.686  0.12

Results
Lowest unoccupied orbital energy (eV): -8.6
Molar mass (g mol⁻¹): 103.17
Kohn-Sham gap (eV): 9.648
F_max (eV/Å): 4.0
Energy relative to the best compared isomer or geometry (same formula, charge and spin) (kcal/mol): 77.0
Charge: +2

***

6.
Entry from the Open Molecules 2025 dataset: a structure of composition C46H43Cl2KN4O2P2Si (ωB97M-V with the def2-TZVPD basis set).

Each line ends with the Löwdin charge.
Geometry (Å):
K: -0.117 0.207 0.014  0.65
O: -1.918 1.321 -1.159  -0.22
C: -2.436 2.014 -2.081  -0.42
C: -3.570 2.860 -1.862  -0.04
C: -4.136 3.609 -2.868  -0.14
C: -3.627 3.586 -4.168  -0.16
C: -2.523 2.784 -4.420  -0.09
C: -1.925 2.010 -3.429  -0.10
C: -0.775 1.169 -3.780  -0.30
N: 0.344 0.948 -3.117  0.11
C: 1.103 0.130 -3.914  -0.19
C: 0.452 -0.158 -5.074  -0.13
N: -0.747 0.511 -4.979  0.09
H: -3.975 2.876 -0.856  0.10
H: -4.996 4.233 -2.639  0.08
H: -4.065 4.189 -4.953  0.07
H: -2.087 2.780 -5.416  0.09
H: 2.063 -0.237 -3.591  0.08
H: 0.706 -0.788 -5.908  0.09
H: -1.531 0.450 -5.603  0.14
Cl: 0.673 -0.227 5.716  0.64
C: -0.019 1.171 4.924  -0.59
C: -0.600 2.159 5.713  -0.17
C: -1.161 3.270 5.145  -0.64
Cl: -1.893 4.486 6.177  0.60
C: -1.159 3.438 3.739  -0.19
C: -1.730 4.542 3.069  -0.05
C: -1.685 4.602 1.703  -0.06
C: -1.053 3.562 0.999  -0.14
N: -0.502 2.532 1.594  0.09
C: -0.554 2.436 2.938  -0.14
C: 0.043 1.214 3.511  -0.44
O: 0.535 0.321 2.784  -0.15
H: -0.609 2.035 6.788  0.09
H: -2.207 5.322 3.648  0.08
H: -2.129 5.424 1.156  0.10
H: -1.024 3.569 -0.085  0.10
N: 2.164 -3.253 -0.308  -0.42
P: 1.884 -2.344 1.134  0.96
C: 1.049 -3.545 2.230  -0.35
C: 0.181 -3.017 3.182  -0.10
C: -0.479 -3.863 4.063  -0.10
C: -0.283 -5.234 3.989  -0.11
C: 0.587 -5.762 3.042  -0.10
C: 1.254 -4.920 2.167  -0.10
C: 3.533 -2.375 1.933  -0.34
C: 4.631 -3.128 1.531  -0.10
C: 5.832 -3.049 2.226  -0.11
C: 5.942 -2.226 3.336  -0.12
C: 4.848 -1.474 3.747  -0.09
C: 3.654 -1.538 3.046  -0.09
P: 0.966 -2.704 -1.530  0.91
C: 1.503 -3.893 -2.849  -0.34
C: 0.730 -3.880 -4.013  -0.11
C: 1.046 -4.686 -5.094  -0.11
C: 2.152 -5.527 -5.041  -0.13
C: 2.924 -5.558 -3.890  -0.12
C: 2.601 -4.750 -2.805  -0.11
C: -0.562 -3.286 -0.926  -0.43
C: -0.729 -4.675 -0.694  -0.16
C: -1.920 -5.325 -0.871  -0.16
C: -2.973 -4.594 -1.523  -0.17
C: -2.897 -3.261 -1.695  -0.12
C: -1.827 -2.433 -1.017  -0.38
H: 3.087 -3.007 -0.659  0.01
H: 0.036 -1.941 3.227  0.07
H: -1.156 -3.445 4.799  0.10
H: -0.814 -5.896 4.664  0.09
H: 0.732 -6.834 2.978  0.09
H: 1.919 -5.319 1.410  0.09
H: 4.544 -3.800 0.684  0.09
H: 6.679 -3.641 1.898  0.09
H: 6.878 -2.165 3.879  0.09
H: 4.925 -0.825 4.611  0.10
H: 2.803 -0.931 3.346  0.08
H: -0.143 -3.236 -4.054  0.10
H: 0.422 -4.661 -5.981  0.09
H: 2.401 -6.159 -5.886  0.08
H: 3.780 -6.220 -3.828  0.09
H: 3.195 -4.813 -1.902  0.08
H: 0.155 -5.257 -0.441  0.09
H: -2.010 -6.391 -0.703  0.07
H: -3.810 -5.139 -1.955  0.09
H: -3.654 -2.747 -2.283  0.09
H: -1.644 -1.571 -1.670  0.10
C: -5.448 -2.117 0.150  -0.19
Si: -3.904 -2.355 1.216  0.51
C: -3.863 -4.099 1.934  -0.16
C: -4.052 -1.147 2.662  -0.18
C: -2.322 -1.843 0.340  -0.23
H: -6.341 -2.116 0.784  0.02
H: -5.553 -2.909 -0.591  0.01
H: -5.408 -1.160 -0.376  0.03
H: -4.870 -4.493 2.098  0.02
H: -3.341 -4.095 2.895  0.01
H: -3.326 -4.777 1.269  0.01
H: -4.923 -1.381 3.282  0.02
H: -4.156 -0.119 2.307  0.03
H: -3.167 -1.184 3.301  0.02
H: -1.548 -1.986 1.109  0.06
H: -2.478 -0.759 0.230  0.04

Results
Lowest unoccupied orbital energy (eV): 4.0
Molar mass (g mol⁻¹): 883.91
Kohn-Sham gap (eV): 5.172
F_max (eV/Å): 0.5
Energy relative to the best compared isomer or geometry (same formula, charge and spin) (kcal/mol): 0.0
Charge: -2

***

7.
Entry from the Open Molecules 2025 dataset: the molecule C5H12O3 at a distorted geometry (ωB97M-V with the def2-TZVPD basis set).

Each line ends with the Löwdin charge.
Geometry (Å):
C: -1.718 -1.216 1.409  -0.13
C: -1.266 0.233 1.364  -0.18
C: -0.031 0.605 0.401  -0.36
O: -0.324 1.833 -0.261  -0.06
C: 0.272 -0.472 -0.615  -0.08
C: 1.594 -0.113 -1.438  -0.44
O: 2.708 -0.064 -0.576  -0.01
O: 1.508 1.114 -2.123  -0.02
H: -2.509 -1.344 2.156  0.07
H: -2.125 -1.537 0.446  0.07
H: -0.896 -1.882 1.689  0.07
H: -2.129 0.871 1.139  0.10
H: -0.954 0.522 2.375  0.10
H: 0.837 0.791 1.040  0.15
H: -1.189 1.740 -0.700  0.11
H: 0.461 -1.431 -0.126  0.12
H: -0.547 -0.560 -1.336  0.13
H: 1.760 -0.901 -2.180  0.14
H: 3.473 0.074 -1.162  0.11
H: 1.076 1.738 -1.504  0.07

Results
Lowest unoccupied orbital energy (eV): 0.9
Molar mass (g mol⁻¹): 120.15
Kohn-Sham gap (eV): 10.841
F_max (eV/Å): 2.1
Energy relative to the best compared isomer or geometry (same formula, charge and spin) (kcal/mol): 21.6
SMILES: CC[C@H](O)CC(O)O

***

8.
Entry from the Open Molecules 2025 dataset: the molecule C4H3BrO at a distorted geometry (ωB97M-V with the def2-TZVPD basis set).

Each line ends with the Löwdin charge.
Geometry (Å):
O: -2.160 -0.436 0.744  0.15
C: -1.107 -0.136 0.328  -0.26
C: 0.111 0.733 0.682  -0.13
C: 0.920 0.181 -0.450  -0.16
C: 0.126 -0.764 -0.957  -0.64
Br: 0.160 -1.936 -2.383  0.72
H: 0.272 0.283 1.641  0.11
H: -0.274 1.811 0.821  0.15
H: 1.952 0.262 -0.427  0.08

Results
Lowest unoccupied orbital energy (eV): 0.7
Molar mass (g mol⁻¹): 146.97
Kohn-Sham gap (eV): 9.762
F_max (eV/Å): 3.5
Energy relative to the best compared isomer or geometry (same formula, charge and spin) (kcal/mol): 34.1
SMILES: O=C1CC=C1Br

***

Which of these has the highest energy relative to the best compared isomer or geometry (same formula, charge and spin)?
C3H5NO2

***

Number 7 is which compound?
C5H12O3

***

Which value of F_max does entry 2 give?
2.9 eV/Å

***

Which value of energy relative to the best compared isomer or geometry (same formula, charge and spin) does entry 5 give?
77.0 kcal/mol